Here is C17H28B3FO7S2 as an isolated structure at a distorted geometry from OMol25. Energies are from ωB97M-V with the def2-TZVPD basis set.

Cartesian coordinates (Å):
C  -2.558  4.997  -1.977
B  -1.909  3.642  -2.386
O  -2.642  2.500  -2.727
B  -2.170  1.395  -2.073
F  -2.914  0.299  -2.174
O  -0.982  1.339  -1.371
B  -0.298  2.565  -1.311
C  0.633  3.073  -0.148
C  0.418  2.410  1.242
C  0.956  3.389  2.277
C  2.320  3.456  2.429
C  2.840  4.352  3.318
C  2.001  5.164  4.030
C  0.650  5.083  3.902
C  0.122  4.183  3.009
O  -0.530  3.449  -2.373
H  -1.878  5.840  -2.093
H  -3.504  5.197  -2.482
H  -2.783  4.956  -0.902
H  0.364  4.128  -0.017
H  1.694  3.061  -0.408
H  -0.639  2.226  1.449
H  1.002  1.492  1.349
H  2.958  2.811  1.836
H  3.915  4.421  3.420
H  2.454  5.880  4.706
H  -0.012  5.727  4.466
H  -0.947  4.091  2.848
C  -0.647  -2.839  -2.514
C  -2.145  -2.667  -2.745
C  -2.577  -3.738  -3.761
S  -1.430  -5.116  -3.561
O  -0.652  -5.248  -4.766
O  -2.116  -6.241  -2.980
C  -0.420  -4.331  -2.312
H  -0.304  -2.263  -1.654
H  -0.094  -2.496  -3.391
H  -2.679  -2.816  -1.804
H  -2.381  -1.669  -3.099
H  -3.590  -4.088  -3.581
H  -2.486  -3.380  -4.785
H  0.619  -4.625  -2.443
H  -0.786  -4.659  -1.340
C  1.883  -4.240  2.012
C  0.755  -3.753  1.093
C  0.371  -2.340  1.535
S  1.837  -1.627  2.252
O  1.606  -1.398  3.653
O  2.323  -0.584  1.381
C  2.876  -3.075  2.079
H  2.354  -5.147  1.635
H  1.486  -4.457  3.006
H  1.109  -3.729  0.060
H  -0.111  -4.414  1.128
H  0.052  -1.720  0.699
H  -0.404  -2.357  2.300
H  3.564  -3.135  2.918
H  3.429  -2.977  1.145

Properties
- HOMO energy (eV) = -9.02
- electronic energy (eV) = -58841.528
- orbital gap (eV) = 9.2
- LUMO (eV) = 0.20
- spin multiplicity = 1

Here is a 6-piece molecular cluster, C17H28BrCl10F5NO overall at a distorted geometry from OMol25. Energies are from ωB97M-V with the def2-TZVPD basis set.

Cartesian coordinates (Å):
C  2.165  -1.649  -0.691
O  1.288  -2.320  -1.620
C  0.100  -2.841  -0.982
C  -1.102  -2.674  -2.014
C  -2.560  -2.859  -1.390
C  -2.878  -1.915  -0.140
C  -3.131  -0.377  -0.506
C  -2.362  0.679  0.417
N  -1.638  0.231  1.630
C  -0.547  0.875  1.998
C  -0.416  2.054  0.921
C  -1.452  1.808  -0.309
Br  -0.245  0.808  -1.576
C  -2.177  3.115  -0.849
F  -3.593  2.959  -0.861
F  -1.952  4.256  -0.025
C  -1.777  3.557  -2.326
F  -0.425  3.898  -2.472
F  -2.488  4.755  -2.582
F  -2.218  2.662  -3.318
H  3.001  -2.328  -0.285
H  2.700  -0.827  -1.294
H  1.639  -1.115  0.165
H  0.279  -3.968  -0.831
H  -0.076  -2.386  0.044
H  -1.071  -1.697  -2.609
H  -0.966  -3.501  -2.802
H  -3.327  -2.586  -2.204
H  -2.731  -3.938  -1.040
H  -2.077  -2.102  0.643
H  -3.858  -2.308  0.317
H  -2.927  -0.236  -1.628
H  -4.257  -0.181  -0.394
H  -3.243  1.263  0.881
H  -1.956  -0.599  2.163
H  0.098  0.621  2.891
H  -0.570  2.977  1.570
H  0.645  2.121  0.517
C  1.066  6.085  0.788
Cl  1.664  7.552  1.569
Cl  1.984  4.664  1.308
H  0.019  5.946  1.051
H  1.163  6.194  -0.291
C  -0.898  7.952  4.267
Cl  -2.120  9.227  4.223
Cl  0.097  8.067  5.723
H  -1.397  6.984  4.255
H  -0.256  8.047  3.393
C  5.924  -2.196  0.137
Cl  5.972  -0.738  -0.860
Cl  4.579  -2.141  1.287
H  5.801  -3.064  -0.511
H  6.859  -2.277  0.690
C  7.952  -4.995  -1.061
Cl  6.730  -4.440  -2.212
Cl  9.127  -3.722  -0.710
H  7.459  -5.286  -0.135
H  8.474  -5.851  -1.485
C  -4.951  -6.518  -0.181
Cl  -3.404  -7.349  0.013
Cl  -4.737  -4.762  -0.185
H  -5.399  -6.821  -1.126
H  -5.607  -6.793  0.643

Properties
- HOMO energy (eV) = -11.92
- electronic energy (eV) = -230464.476
- orbital gap (eV) = 7.2
- LUMO (eV) = -4.74
- spin multiplicity = 1
- net charge = +1

Question: What is the HOMO energy in the first record?
Answer: -9.02 eV